The following is a DFT calculation (ωB97M-V/def2-TZVPD) of 6 unconnected molecules or ions with the total composition C22H54Cl2N4O17PS5.

Highest occupied orbital energy in eV: -11.632
Kohn-Sham gap in eV: 8.67
E_LUMO in eV: -3.0
Net charge: +1
2S+1: 1

Each line ends with the Löwdin charge.
CARTESIAN COORDINATES (ANGSTROEM)
Cl 1.64255 4.16881 1.99511  0.57
Cl -5.51707 3.91044 2.50587  0.25
S -7.06952 3.57564 8.21629  0.57
S 6.73768 1.71625 -3.78330  0.57
S -2.37882 -5.23636 -1.06506  0.56
S 1.77495 1.44258 -2.63870  0.58
S 3.02966 -3.92933 -6.54277  0.55
P -4.04823 3.54617 3.90364  0.63
O 2.55073 -2.59490 -6.75456  -0.28
O -0.29608 -2.39310 3.88411  -0.03
O 1.75359 1.42426 -1.20389  -0.28
O -2.79530 -6.65063 -0.50019  -0.26
O 3.03609 1.31758 -3.30216  -0.27
O -1.56839 -4.56390 -0.08661  -0.30
O 6.16020 3.00162 -4.05010  -0.28
O 7.96090 1.49894 -4.77491  -0.27
O -6.75578 4.24545 6.97809  -0.31
O -8.23490 2.75479 8.27966  -0.26
O -3.52415 -4.54764 -1.57630  -0.28
O 7.14194 1.40278 -2.44649  -0.27
O 1.02997 2.73531 -3.14079  -0.26
O -4.90408 2.85782 5.10670  -0.37
O 4.25490 -4.20032 -7.50376  -0.26
O 3.34368 -4.34332 -5.20867  -0.28
O -7.07037 4.63652 9.37579  -0.26
N -3.41602 -0.09677 2.39038  0.16
N -1.05311 -0.26136 2.26724  -0.03
N -4.26306 0.89479 2.80933  0.09
N -2.22459 1.63484 3.10227  0.18
C 5.70296 0.44409 -4.39412  -0.12
C -1.38002 -5.80462 -2.39092  -0.11
C -7.92202 5.81275 9.23913  -0.23
C -1.10159 -2.71598 2.77575  -0.23
C 9.89020 2.52746 -3.62353  -0.07
C 0.66536 0.24853 -3.29467  -0.11
C 8.97117 2.53605 -4.82565  -0.25
C -3.42202 -6.71856 0.80564  -0.24
C -2.15838 0.38916 2.56691  -0.29
C -4.86571 -6.26715 0.78993  -0.07
C 1.48009 4.01874 -2.60780  -0.23
C 6.25228 -3.38745 -6.29015  -0.07
C 0.26602 0.35441 2.51689  -0.11
C -9.38435 5.50782 9.46898  -0.07
C 2.78762 4.47930 -3.21150  -0.06
C -5.67097 2.65270 8.74749  -0.12
C 1.92810 -5.09135 -7.26886  -0.12
C -1.11755 -1.60968 1.70467  -0.10
C 5.35807 -3.25788 -7.50238  -0.24
C 0.50016 1.69997 1.80847  -0.24
C 0.88014 2.78275 2.81268  -0.61
C -3.50850 1.90331 3.22623  -0.48
H 1.32666 1.58624 1.11339  0.08
H -5.49745 3.53222 5.49761  0.01
H -2.12065 -2.98895 3.06932  0.12
H -2.00476 -1.69859 1.07533  0.12
H -0.68027 -3.60143 2.30287  0.11
H 0.98918 -0.37241 2.16121  0.13
H 2.72903 4.48742 -4.29955  0.09
H 1.53368 3.94254 -1.52088  0.10
H 3.62144 3.83823 -2.93096  0.06
H 10.32617 1.53887 -3.48099  0.08
H -5.31018 -6.45644 1.76736  0.08
H 5.72730 -3.10307 -5.37885  0.07
H -4.78958 3.28643 8.70533  0.08
H -1.98314 -6.45182 -3.02181  0.08
H -3.75770 -0.97192 2.03135  0.17
H -0.29802 0.35290 -2.80328  0.07
H -7.74372 6.25854 8.26034  0.11
H 5.90204 -3.49134 -8.41463  0.12
H -2.81907 -6.14615 1.51205  0.11
H 4.95429 -2.24980 -7.60470  0.11
H -3.34531 -7.76834 1.07761  0.13
H -7.53920 6.49574 9.99306  0.12
H 6.60013 -4.41272 -6.16866  0.09
H -5.57541 1.81053 8.06515  0.07
H -0.52193 -6.33253 -1.98500  0.08
H -5.26913 0.82261 2.79154  0.17
H -9.94522 6.44225 9.47125  0.09
H 5.41254 0.67948 -5.41441  0.08
H -5.43040 -6.81295 0.03527  0.09
H 6.23775 -0.50112 -4.34112  0.07
H -0.82555 -1.99041 4.57493  0.09
H -0.26490 -1.71932 1.04021  0.13
H -5.85578 2.30082 9.75870  0.08
H 9.35911 2.79438 -2.71185  0.07
H 1.10256 -0.72742 -3.09314  0.08
H 2.39624 -6.07158 -7.24904  0.08
H -0.39454 2.02061 1.28046  0.11
H 0.00354 3.14933 3.33769  0.05
H -1.06385 -4.92210 -2.94304  0.08
H 1.60397 2.40830 3.53283  0.07
H 8.47730 3.50023 -4.95200  0.11
H 3.00147 5.48969 -2.86231  0.09
H 0.66833 4.69767 -2.85830  0.12
H 1.70667 -4.77876 -8.28513  0.08
H 0.40817 0.43148 3.59544  0.13
H -9.52699 5.00814 10.42648  0.09
H -9.78992 4.86465 8.68999  0.07
H 9.52314 2.32059 -5.73812  0.12
H -4.95299 -5.20469 0.56692  0.07
H 7.11628 -2.73322 -6.40958  0.08
H 0.58220 0.40676 -4.36644  0.08
H 4.82923 0.42920 -3.74743  0.04
H 10.69260 3.24875 -3.78094  0.08
H 1.02623 -5.08886 -6.66093  0.07